One molecule with the formula C3H5NO at a distorted geometry. Source: the OMol25 dataset; level of theory: ωB97M-V with the def2-TZVPD basis set.

Output
SMILES: COC1=NC1
Net charge: 0
Energy relative to the best compared isomer or geometry (same formula, charge and spin) (kcal/mol): 88.5

Cartesian coordinates (Å):
C (1.7631, 0.3252, 0.0209)
O (0.7744, -0.6763, 0.1171)
C (-0.4496, -0.3101, -0.0404)
N (-1.2416, 0.8892, -0.2443)
C (-1.9139, -0.4282, 0.0214)
H (2.6041, -0.1109, 0.3631)
H (1.3606, 1.0728, 0.6365)
H (1.8104, 0.5957, -1.0501)
H (-2.4114, -0.8400, -0.8819)
H (-2.2961, -0.5176, 1.0577)

***

C3H5NO as an isolated structure at a distorted geometry. Source: the OMol25 dataset; level of theory: ωB97M-V with the def2-TZVPD basis set.

Output
Net charge: 0
Energy relative to the best compared isomer or geometry (same formula, charge and spin) (kcal/mol): 85.1

Cartesian coordinates (Å):
C (-1.1396, -0.0644, -0.2481)
C (0.0684, 1.0478, -0.3099)
C (0.9273, -0.2764, 0.2240)
H (0.1973, 1.4952, -1.2452)
H (-0.0574, 1.7220, 0.5693)
H (0.9155, -0.2490, 1.5406)
H (2.0774, -0.4974, -0.2924)
H (-0.4020, -2.1012, 0.1865)
N (-0.2698, -1.0591, -0.5490)
O (-2.3171, -0.0175, 0.1242)

***

A 2-piece molecular cluster, C3H5NO overall at a distorted geometry. Source: the OMol25 dataset; level of theory: ωB97M-V with the def2-TZVPD basis set.

Output
SMILES: N=C=O.C=C
Net charge: 0
Energy relative to the best compared isomer or geometry (same formula, charge and spin) (kcal/mol): 19.3

Cartesian coordinates (Å):
N (-1.7254, -0.2493, -0.3724)
C (-2.1317, -1.3050, -0.7411)
O (-2.7149, -2.2418, -1.0912)
H (-0.8316, 0.1332, -0.1336)
C (1.4926, 0.0037, 0.4132)
C (0.9681, 1.2151, 0.3655)
H (1.9830, -0.4404, -0.4390)
H (1.4620, -0.6003, 1.3061)
H (1.0103, 1.8185, -0.5267)
H (0.4877, 1.6662, 1.2193)

***

C3H5NO as an isolated structure at a distorted geometry. Source: the OMol25 dataset; level of theory: ωB97M-V with the def2-TZVPD basis set.

Output
Net charge: 0
Energy relative to the best compared isomer or geometry (same formula, charge and spin) (kcal/mol): 49.2

Cartesian coordinates (Å):
C (-0.0610, 0.6210, 0.1162)
C (-0.9017, -0.4017, -0.6260)
C (0.2903, -1.4282, -0.2051)
H (-1.9827, -0.5384, -0.2098)
H (-0.8766, -0.1349, -1.7330)
H (0.7166, -2.2282, -0.9788)
H (-0.1030, -2.0603, 0.7083)
H (1.5760, -0.1644, 1.3045)
N (1.0623, -0.1888, 0.1153)
O (-0.3416, 1.7127, 0.5488)

***

One molecule with the formula C3H5NO at a distorted geometry. Source: the OMol25 dataset; level of theory: ωB97M-V with the def2-TZVPD basis set.

Output
SMILES: O=C1CCN1
Net charge: 0
Energy relative to the best compared isomer or geometry (same formula, charge and spin) (kcal/mol): 34.9

Cartesian coordinates (Å):
O (2.1819, 0.5213, -0.4626)
C (1.0758, 0.2133, -0.0889)
C (-0.1694, 0.9899, 0.3113)
C (-0.9116, -0.5205, -0.0788)
N (0.4524, -1.0094, -0.0844)
H (-0.3480, 1.0290, 1.3870)
H (-0.1142, 2.0672, -0.0383)
H (-1.5514, -1.2143, 0.5392)
H (-1.3824, -0.4718, -1.0708)
H (0.8401, -1.8823, 0.2431)

***

One molecule with the formula C3H5NO. Source: the OMol25 dataset; level of theory: ωB97M-V with the def2-TZVPD basis set.

Output
Net charge: 0
Energy relative to the best compared isomer or geometry (same formula, charge and spin) (kcal/mol): 79.1

Cartesian coordinates (Å):
O (2.0435, 0.3065, 0.1680)
C (0.9110, -0.0058, -0.1277)
C (-0.3045, 0.8149, 0.4055)
C (-1.4802, -0.0684, 0.4496)
N (0.5498, -1.0371, -0.9228)
H (0.0284, 1.3554, 1.2995)
H (-0.4832, 1.5489, -0.3994)
H (-1.9040, -0.0616, 1.4694)
H (-0.4431, -1.2362, -1.0047)
H (1.2561, -1.6657, -1.2711)

***

One molecule with the formula C3H5NO at a distorted geometry. Source: the OMol25 dataset; level of theory: ωB97M-V with the def2-TZVPD basis set.

Output
SMILES: C[C@@H](O)C#N
Net charge: 0
Energy relative to the best compared isomer or geometry (same formula, charge and spin) (kcal/mol): 15.7

Cartesian coordinates (Å):
C (0.2147, -0.8543, -0.8308)
C (0.0058, 0.0400, 0.3817)
O (1.2652, 0.4494, 0.8490)
C (-1.0001, 1.1217, 0.1886)
N (-1.9214, 1.8249, 0.1971)
H (0.7251, -0.3244, -1.6398)
H (-0.7540, -1.2126, -1.1821)
H (0.8222, -1.7198, -0.5379)
H (-0.5082, -0.5422, 1.1541)
H (1.1508, 1.2174, 1.4201)

***

One molecule with the formula C3H5NO at a distorted geometry. Source: the OMol25 dataset; level of theory: ωB97M-V with the def2-TZVPD basis set.

Output
SMILES: N/C=C/C=O
Net charge: 0
Energy relative to the best compared isomer or geometry (same formula, charge and spin) (kcal/mol): 37.0

Cartesian coordinates (Å):
N (-1.3166, -1.7267, -0.3125)
C (-0.7058, -0.5409, 0.0428)
C (0.4666, -0.2362, -0.4891)
C (1.1690, 0.9886, 0.0445)
O (0.5838, 1.8662, 0.7553)
H (-2.2420, -1.9143, 0.0411)
H (-1.1201, -2.1653, -1.3783)
H (-1.0925, -0.0764, 0.9863)
H (1.1064, -0.9223, -1.0220)
H (2.3151, 0.9666, -0.0712)

***

What did the fifth record say?
One molecule with the formula C3H5NO at a distorted geometry. Source: the OMol25 dataset; level of theory: ωB97M-V with the def2-TZVPD basis set.

Output
SMILES: O=C1CCN1
Net charge: 0
Energy relative to the best compared isomer or geometry (same formula, charge and spin) (kcal/mol): 34.9

Cartesian coordinates (Å):
O (2.1819, 0.5213, -0.4626)
C (1.0758, 0.2133, -0.0889)
C (-0.1694, 0.9899, 0.3113)
C (-0.9116, -0.5205, -0.0788)
N (0.4524, -1.0094, -0.0844)
H (-0.3480, 1.0290, 1.3870)
H (-0.1142, 2.0672, -0.0383)
H (-1.5514, -1.2143, 0.5392)
H (-1.3824, -0.4718, -1.0708)
H (0.8401, -1.8823, 0.2431)